C4H9N3 | ωB97M-V/def2-TZVPD

Last columns: bonded neighbours and bond lengths (Å).
Geometry (Å):
1 C -1.750 -1.113 0.448  C6 1.492, H14 1.086, H15 1.094, H16 1.092
2 N 1.523 1.743 0.862  N7 1.249, H8 1.034
3 N 1.073 -1.178 -0.557  C4 1.443, H9 1.014, H10 1.015
4 C 0.936 0.249 -0.728  N3 1.443, C5 1.533, N7 1.457, H11 1.100
5 C -0.422 0.877 -0.397  C4 1.533, C6 1.328, H12 1.079
6 C -1.538 0.309 0.048  C1 1.492, C5 1.328, H13 1.084
7 N 1.973 0.885 0.073  N2 1.249, C4 1.457
8 H 2.306 2.184 1.374  N2 1.034
9 H 1.959 -1.491 -0.937  N3 1.014
10 H 1.061 -1.411 0.431  N3 1.015
11 H 1.173 0.500 -1.773  C4 1.100
12 H -0.442 1.923 -0.659  C5 1.079
13 H -2.409 0.944 0.149  C6 1.084
14 H -1.114 -1.783 -0.122  C1 1.086
15 H -1.537 -1.239 1.514  C1 1.094
16 H -2.790 -1.398 0.274  C1 1.092

The value obtained for the HOMO energy is -0.3338 Eh. The energy is -321.99845 Ha. The SMILES is [H]/N=N/[C@@H](N)/C=C\C. As for the energy above the lowest of the compared OMol25 structures with the same formula, charge and spin: 241.3 kJ/mol. The maximum force is 2.3 eV/Å.

Here are the Löwdin charges for atoms 1 to 8, given in e: number 1, C, carries -0.115; number 2, N, carries 0.066; number 3, N, carries 0.046; number 4, C, carries -0.435; number 5, C, carries -0.111; number 6, C, carries -0.158; number 7, N, carries -0.034; number 8, H, carries 0.065